[1]
24
Properties=species:S:1:pos:R:3:lowdin_charge:R:1 method="wB97M-V/def2-TZVPD" homo_lumo_gap_ev="7.37 / 7.91" lumo_energy_ev="-1.41 / -0.69" charge=0 energy_ha=-663.91474 e_above_lowest_ev=6.1197
C -0.604 -1.756 -1.404 -0.22
C -0.105 -2.652 0.771 -0.21
C 3.540 1.187 0.189 -0.09
C 2.379 1.557 0.848 -0.08
C 3.624 -0.013 -0.496 -0.07
C 1.267 0.717 0.817 -0.07
C 2.526 -0.875 -0.544 -0.07
C 1.430 -0.438 0.124 0.01
C -2.426 -0.091 0.040 -0.20
C -4.187 1.442 0.037 -0.07
C -0.698 -1.633 -0.004 -0.32
N -0.527 -1.817 -2.550 0.18
N 0.385 -3.494 1.381 0.17
N -1.488 -0.709 0.632 0.12
O -3.076 0.864 0.694 -0.06
H 4.394 1.849 0.211 0.10
H 2.320 2.495 1.382 0.11
H 4.532 -0.292 -1.010 0.11
H 0.340 0.963 1.310 0.10
H 2.560 -1.810 -1.078 0.12
H -2.760 -0.299 -0.997 0.16
H -4.512 2.271 0.663 0.10
H -5.002 0.720 -0.062 0.10
H -3.911 1.813 -0.955 0.10

---

[2]
195
Properties=species:S:1:pos:R:3:lowdin_charge:R:1 method="wB97M-V/def2-TZVPD" homo_lumo_gap_ev=8.77 lumo_energy_ev=0.43 charge=0 energy_ha=-3195.77544 smiles=CC1(C)CCCC(C)(C)N1O.CC1(C)CCCC(C)(C)N1O.COC[C@H](C)N.COC[C@H](C)N.COC[C@H](C)N.CC(C)O.CC(C)O.CC(C)O.CC(C)O.CC(C)O.CC(C)O.CC(C)O e_above_lowest_ev=1.7014
C -3.854 -4.662 -0.011 -0.04
C -4.544 -3.794 1.072 -0.46
C -3.960 -2.383 1.200 -0.04
O -5.967 -3.812 0.967 -0.06
H -3.813 -4.178 -0.979 0.04
H -4.300 -5.640 -0.098 0.07
H -2.794 -4.878 0.243 0.08
H -4.516 -4.312 2.040 0.14
H -4.516 -1.812 1.883 0.06
H -4.034 -1.920 0.242 0.05
H -2.956 -2.502 1.547 0.05
H -6.214 -3.195 0.258 0.09
C 0.616 0.580 4.805 -0.04
C -0.557 0.796 3.847 -0.46
C -0.031 1.282 2.487 -0.05
O -1.246 -0.434 3.654 -0.06
H 0.209 0.243 5.784 0.10
H 1.206 1.476 4.850 0.07
H 1.209 -0.188 4.360 0.04
H -1.274 1.507 4.257 0.13
H 0.536 0.505 1.978 0.07
H 0.609 2.191 2.669 0.09
H -0.786 1.607 1.790 0.06
H -1.890 -0.371 2.945 0.05
C -2.006 6.338 2.396 -0.05
C -2.565 5.408 1.385 -0.45
C -3.489 6.103 0.371 -0.07
O -1.456 4.826 0.581 -0.11
H -2.818 6.888 2.864 0.09
H -1.311 7.034 1.949 0.09
H -1.478 5.694 3.043 0.06
H -3.075 4.582 1.823 0.11
H -4.030 5.428 -0.334 0.08
H -2.969 6.879 -0.248 0.09
H -4.288 6.679 0.840 0.07
H -1.961 4.185 -0.030 0.08
C -4.539 1.282 2.227 -0.04
C -5.793 2.230 2.383 -0.48
C -5.798 2.901 3.742 -0.07
O -5.677 3.156 1.297 -0.06
H -3.754 1.942 2.553 0.05
H -4.406 0.899 1.178 0.09
H -4.567 0.506 3.008 0.08
H -6.715 1.629 2.245 0.13
H -5.839 2.156 4.537 0.08
H -6.682 3.554 3.910 0.09
H -4.911 3.527 3.872 0.08
H -6.414 3.761 1.349 0.08
C -1.285 -0.468 -0.292 -0.05
C -0.176 -1.500 -0.360 -0.50
C -0.654 -2.906 0.016 -0.05
O 0.314 -1.452 -1.675 -0.12
H -0.925 0.532 -0.581 0.08
H -1.840 -0.440 0.688 0.07
H -2.076 -0.647 -1.063 0.07
H 0.630 -1.234 0.361 0.12
H -1.470 -3.153 -0.644 0.04
H -1.117 -2.942 1.022 0.06
H 0.134 -3.734 -0.100 0.11
H 1.305 -1.242 -1.588 0.02
C -5.345 -0.677 -2.110 -0.05
C -4.836 0.546 -2.934 -0.45
C -5.617 1.740 -2.492 -0.05
O -3.433 0.656 -2.735 -0.08
H -4.745 -1.573 -2.195 0.06
H -6.373 -0.918 -2.442 0.09
H -5.439 -0.427 -1.086 0.05
H -5.141 0.305 -3.953 0.13
H -5.552 1.940 -1.450 0.07
H -6.669 1.614 -2.770 0.10
H -5.342 2.614 -3.049 0.07
H -2.945 -0.108 -3.056 0.04
C -1.838 5.336 -2.973 -0.03
C -2.331 3.857 -3.113 -0.46
C -1.495 2.995 -3.984 -0.07
O -2.435 3.294 -1.793 -0.07
H -1.877 5.810 -3.998 0.10
H -0.826 5.507 -2.568 0.06
H -2.538 5.901 -2.393 0.04
H -3.335 3.925 -3.612 0.14
H -1.924 1.978 -4.208 0.08
H -0.573 2.773 -3.452 0.05
H -1.225 3.423 -4.934 0.08
H -2.827 2.424 -1.891 0.05
C 4.519 -4.719 6.216 -0.03
C 3.143 -5.291 5.993 -0.55
C 2.120 -4.970 7.119 -0.11
C 1.387 -3.578 6.987 -0.17
C 0.872 -3.443 5.556 -0.12
C 2.043 -3.515 4.489 -0.52
N 2.547 -4.875 4.721 -0.07
O 3.493 -5.097 3.615 -0.03
C 1.355 -3.494 3.120 -0.03
C 3.024 -2.414 4.637 -0.03
C 3.217 -6.813 5.868 -0.04
H 4.539 -3.612 6.285 0.08
H 5.074 -4.947 5.264 0.10
H 4.991 -5.168 7.057 0.07
H 1.252 -5.655 7.025 0.12
H 2.625 -5.132 8.077 0.12
H 2.041 -2.746 7.245 0.09
H 0.620 -3.604 7.814 0.12
H 0.143 -2.634 5.404 0.12
H 0.232 -4.267 5.322 0.10
H 2.023 -3.575 2.266 0.08
H 0.677 -4.307 3.048 0.08
H 0.845 -2.545 3.103 0.07
H 2.639 -1.527 4.088 0.06
H 3.029 -2.152 5.694 0.07
H 3.946 -2.703 4.111 0.10
H 2.207 -7.139 5.606 0.09
H 3.336 -7.240 6.873 0.08
H 4.048 -7.150 5.232 0.09
H 3.113 -5.771 3.098 0.07
C 2.401 4.471 1.169 -0.02
C 3.116 5.290 0.139 -0.51
C 4.658 4.964 -0.077 -0.11
C 4.750 3.546 -0.737 -0.16
C 4.072 3.700 -2.125 -0.12
C 2.567 4.001 -1.996 -0.51
N 2.531 5.286 -1.233 -0.12
O 1.263 5.824 -1.202 -0.05
C 2.071 4.362 -3.421 -0.03
C 1.605 2.937 -1.555 -0.02
C 3.191 6.762 0.521 -0.05
H 2.906 4.727 2.099 0.10
H 2.435 3.387 1.037 0.06
H 1.395 4.692 1.357 0.06
H 5.081 5.701 -0.771 0.12
H 5.061 5.052 0.939 0.11
H 4.196 2.810 -0.178 0.06
H 5.794 3.151 -0.790 0.11
H 4.202 2.818 -2.740 0.11
H 4.514 4.599 -2.590 0.12
H 2.440 3.464 -3.942 0.07
H 0.993 4.514 -3.371 0.05
H 2.603 5.274 -3.867 0.12
H 0.642 3.394 -1.213 0.10
H 1.444 2.300 -2.411 0.05
H 1.990 2.348 -0.736 0.06
H 3.724 7.318 -0.242 0.08
H 3.834 6.880 1.418 0.09
H 2.180 7.169 0.571 0.08
H 0.662 5.253 -0.630 0.09
C -2.887 -3.946 -3.751 -0.02
C -1.835 -3.110 -4.531 -0.39
C -2.074 -3.083 -5.964 -0.28
O -2.027 -4.322 -6.620 -0.15
C -0.688 -4.622 -6.960 -0.10
N -1.857 -1.622 -4.201 0.08
H -2.835 -4.948 -4.174 0.08
H -3.875 -3.464 -3.875 0.09
H -2.549 -4.035 -2.745 0.03
H -0.843 -3.490 -4.353 0.11
H -1.377 -2.385 -6.465 0.12
H -3.019 -2.568 -6.190 0.14
H 0.001 -4.643 -6.128 0.06
H -0.306 -3.904 -7.695 0.09
H -0.689 -5.612 -7.414 0.09
H -1.058 -1.450 -3.571 0.05
H -1.592 -1.168 -5.040 0.04
C 4.105 -2.838 -5.258 -0.04
C 2.934 -2.890 -4.281 -0.44
C 1.846 -1.838 -4.539 -0.15
O 2.389 -0.462 -4.405 -0.19
C 1.412 0.553 -4.482 -0.11
N 2.245 -4.191 -4.334 0.04
H 4.674 -1.968 -5.078 0.06
H 3.685 -2.851 -6.257 0.08
H 4.671 -3.775 -5.105 0.08
H 3.287 -2.838 -3.263 0.09
H 1.020 -2.042 -3.845 0.08
H 1.446 -2.027 -5.535 0.12
H 0.695 0.339 -5.246 0.08
H 1.902 1.492 -4.776 0.09
H 0.951 0.592 -3.520 0.06
H 2.893 -4.938 -4.008 0.09
H 1.519 -4.146 -3.643 0.05
C 4.584 -2.189 -0.850 -0.06
C 3.545 -1.324 -0.171 -0.43
C 4.192 -0.446 0.816 -0.23
O 3.151 0.132 1.528 -0.21
C 3.541 0.905 2.651 -0.08
N 2.731 -0.744 -1.211 0.09
H 4.187 -3.009 -1.495 0.07
H 5.171 -2.760 -0.104 0.09
H 5.291 -1.607 -1.525 0.11
H 2.900 -1.974 0.393 0.13
H 4.785 0.316 0.292 0.13
H 4.876 -0.955 1.574 0.16
H 3.930 0.254 3.435 0.08
H 2.580 1.202 3.066 0.05
H 4.278 1.639 2.343 0.09
H 2.675 0.247 -1.045 0.09
H 3.223 -0.839 -2.118 0.10

---

[3]
24
Properties=species:S:1:pos:R:3:lowdin_charge:R:1 method="wB97M-V/def2-TZVPD" homo_lumo_gap_ev=9.19 lumo_energy_ev=0.56 charge=0 energy_ha=-480.34185 e_above_lowest_ev=11.3042
C 0.013 -0.669 2.521 -0.18
C 1.043 -0.166 0.414 -0.27
C 2.343 0.232 0.522 -0.01
C 2.897 1.215 -0.355 -0.06
C 1.968 1.865 -1.072 -0.27
C 0.743 1.722 -1.059 -0.09
C 0.125 0.576 -0.353 -0.20
C -1.275 0.253 -0.532 -0.22
C -1.391 -1.180 -1.125 -0.35
H -1.101 -0.014 2.636 0.11
H -0.718 -1.740 3.117 0.16
H 0.719 -0.141 3.437 0.13
H 2.660 -0.366 1.266 0.08
H 4.191 1.352 -0.421 0.19
H 2.321 2.828 -1.632 0.15
H -0.016 2.295 -2.099 0.22
H -2.172 0.979 -1.316 0.20
H -1.863 0.258 0.607 0.14
H -0.686 -2.160 -0.526 0.19
H -0.772 -1.252 -2.067 0.11
H -3.339 -1.291 -2.049 0.03
H -3.426 -1.819 -0.002 0.23
N -2.839 -1.645 -1.218 -0.12
O 0.577 -1.132 1.308 -0.17

---

[4]
89
Properties=species:S:1:pos:R:3:lowdin_charge:R:1 method="wB97M-V/def2-TZVPD" homo_lumo_gap_ev=6.06 lumo_energy_ev=-3.26 charge=+1 energy_ha=-1674.03666
C -2.669 -0.586 3.334 -0.20
C -1.950 0.764 3.402 -0.19
C -0.965 1.009 2.274 -0.09
C 0.404 0.550 2.758 -0.24
N 1.329 1.377 3.190 0.06
C 2.684 0.856 3.217 -0.20
C 2.679 -0.538 3.762 -0.16
C 1.803 -1.430 2.923 -0.16
N 0.518 -0.797 2.765 -0.05
C -0.552 -1.701 2.406 -0.15
C -1.736 -1.784 3.390 -0.16
H -3.376 -0.654 4.170 0.12
H -3.258 -0.630 2.407 0.12
H -2.693 1.565 3.371 0.11
H -1.444 0.845 4.376 0.13
H -1.237 0.428 1.379 0.12
H -0.898 2.058 1.975 0.09
H 3.100 0.771 2.184 0.14
H 3.313 1.531 3.803 0.11
H 3.691 -0.935 3.720 0.12
H 2.318 -0.552 4.792 0.13
H 2.238 -1.656 1.930 0.14
H 1.642 -2.400 3.400 0.13
H -0.912 -1.493 1.391 0.13
H -0.109 -2.698 2.381 0.12
H -1.360 -1.933 4.413 0.12
H -2.311 -2.692 3.155 0.12
C -2.076 5.946 8.279 -0.06
N -2.351 5.115 7.120 -0.19
C -3.632 4.433 7.181 -0.05
C -1.447 4.944 6.107 -0.22
C -1.778 4.248 4.911 -0.02
C -0.797 3.853 4.005 -0.04
C 0.595 3.966 4.261 -0.18
C 1.569 3.378 3.328 -0.08
C 2.863 3.950 3.389 -0.05
C 3.812 4.165 2.346 -0.07
C 5.185 4.634 2.634 -0.15
C 5.700 4.696 3.961 -0.01
C 6.995 5.133 4.240 -0.01
C 7.930 5.373 3.202 -0.22
N 9.234 5.716 3.471 -0.20
C 10.332 5.366 2.588 -0.05
C 9.614 6.465 4.653 -0.06
C 7.454 5.275 1.866 0.00
C 6.109 5.046 1.620 -0.03
C 3.374 3.973 0.966 -0.17
C 2.053 4.262 0.537 -0.02
C 1.639 3.984 -0.754 0.00
C 2.588 3.601 -1.738 -0.23
N 2.206 3.462 -3.057 -0.22
C 3.091 3.805 -4.154 -0.07
C 1.035 2.690 -3.422 -0.06
C 3.924 3.374 -1.339 0.00
C 4.269 3.454 -0.001 -0.04
C 0.888 4.893 5.330 0.00
C -0.091 5.344 6.226 -0.01
H -1.521 6.845 7.987 0.09
H -3.027 6.254 8.733 0.09
H -1.498 5.418 9.056 0.10
H -3.702 3.656 6.420 0.07
H -3.770 3.967 8.167 0.10
H -4.462 5.142 7.041 0.10
H -2.807 3.953 4.718 0.09
H -1.125 3.448 3.046 0.09
H 1.148 3.039 2.364 0.10
H 3.084 4.529 4.290 0.08
H 5.078 4.373 4.792 0.11
H 7.329 5.248 5.275 0.11
H 9.971 4.706 1.795 0.08
H 10.780 6.264 2.135 0.10
H 11.122 4.847 3.153 0.10
H 8.719 6.831 5.163 0.08
H 10.200 5.849 5.350 0.10
H 10.239 7.325 4.367 0.10
H 8.149 5.451 1.040 0.11
H 5.778 5.162 0.592 0.11
H 1.344 4.718 1.231 0.12
H 0.597 4.137 -1.046 0.12
H 3.813 4.564 -3.832 0.09
H 3.636 2.928 -4.532 0.09
H 2.493 4.212 -4.981 0.09
H 0.437 2.485 -2.528 0.08
H 0.428 3.242 -4.152 0.09
H 1.332 1.731 -3.882 0.09
H 4.677 3.093 -2.079 0.12
H 5.263 3.136 0.307 0.12
H 1.890 5.304 5.499 0.11
H 0.201 5.935 7.091 0.10